#P
The following is a quantum chemistry calculation of a 2-piece molecular cluster, C2H3NOS overall, from OMol25.

As for the highest occupied orbital energy: -8.86 eV. Its LUMO energy is -0.613 eV. The frontier orbital gap comes out at 8.24 eV. Its SMILES is N=C=O.C=S.

Last column: Mulliken charge in e.
Atoms and positions in Å:
C 1.564 -1.022 1.053  0.505
C -1.352 1.013 -1.635  -0.302
N 1.377 -0.855 -0.107  -0.354
O 1.625 -1.282 2.187  -0.439
S -0.394 1.594 -0.463  -0.194
H 1.777 -0.403 -0.926  0.297
H -2.177 1.661 -2.093  0.238
H -1.136 0.068 -2.138  0.249

=====

#Q
The following is a quantum chemistry calculation of one molecule with the formula C2H3NOS, from OMol25.

As for the highest occupied orbital energy: -9.16 eV. Its LUMO energy is -1.075 eV. The frontier orbital gap comes out at 8.09 eV. Its SMILES is NC(=S)C=O.

Last column: Mulliken charge in e.
Atoms and positions in Å:
C 0.040 -0.064 0.181  0.141
C -0.809 0.841 -0.650  0.197
H -0.221 -1.440 1.554  0.265
H -1.680 -0.767 1.027  0.283
H -0.134 1.547 -1.311  0.261
N -0.673 -0.621 1.218  -0.424
O -1.986 0.565 -0.617  -0.482
S 1.703 -0.260 -0.128  -0.240

=====

Of them, the most stable is #Q and the least stable is #P.

=====

#P
The following is a quantum chemistry calculation of a 2-piece molecular cluster, C2H3NOS overall, from OMol25.

As for the highest occupied orbital energy: -10.10 eV. Its LUMO energy is 0.467 eV. The frontier orbital gap comes out at 10.56 eV. Its SMILES is O=C=S.C=N.

Last column: Mulliken charge in e.
Atoms and positions in Å:
C 3.369 -0.428 -0.056  0.611
C 0.074 -0.001 -0.496  0.142
N -1.043 -0.559 -0.400  -0.499
O 3.399 -1.571 0.039  -0.312
S 3.487 1.124 -0.095  -0.268
H 1.057 -0.253 -0.009  -0.216
H 0.341 0.488 -1.409  0.285
H -1.148 -1.033 0.481  0.257

=====

#Q
The following is a quantum chemistry calculation of a 2-piece molecular cluster, C2H3NOS overall, from OMol25.

As for the highest occupied orbital energy: -10.30 eV. Its LUMO energy is -0.422 eV. The frontier orbital gap comes out at 9.88 eV. Its SMILES is N#CC=O.S.

Last column: Mulliken charge in e.
Atoms and positions in Å:
C -1.308 -1.056 -0.483  0.245
C -1.463 0.337 0.001  0.117
N -1.435 -2.158 -0.622  -0.292
O -2.170 1.167 -0.491  -0.383
S 2.164 0.223 -0.343  -0.380
H -0.956 0.467 0.934  0.318
H 2.514 1.468 0.174  0.185
H 2.655 -0.448 0.830  0.190

=====

#R
The following is a quantum chemistry calculation of one molecule with the formula C2H3NOS, from OMol25.

As for the highest occupied orbital energy: -8.60 eV. Its LUMO energy is 0.164 eV. The frontier orbital gap comes out at 8.77 eV. Its SMILES is C=NOC=S.

Last column: Mulliken charge in e.
Atoms and positions in Å:
C -1.616 -0.577 0.061  -0.250
C 1.561 0.680 0.017  0.043
H -2.016 -1.593 -0.234  0.259
H -2.191 0.374 0.229  0.291
H 1.982 1.668 0.072  0.314
N -0.371 -0.573 -0.048  -0.332
O 0.230 0.715 -0.095  -0.067
S 2.420 -0.694 -0.002  -0.257

=====

Of them, the most stable is #P and the least stable is #R.

=====

#P
The following is a quantum chemistry calculation of a 6-piece molecular cluster, H10IO5 overall, from OMol25.

As for the highest occupied orbital energy: -5.10 eV. Its LUMO energy is 3.276 eV. As for the net charge: -1. The frontier orbital gap comes out at 8.37 eV.

Last column: Mulliken charge in e.
Atoms and positions in Å:
I -0.171 -1.106 0.278  -0.556
O 1.302 2.027 1.693  -0.627
H 0.866 1.193 1.516  0.238
H 0.765 2.679 1.242  0.320
O -2.320 1.863 0.985  -0.629
H -1.770 1.104 0.788  0.243
H -2.526 1.774 1.916  0.310
O -1.929 -3.380 -1.625  -0.631
H -2.047 -2.852 -2.415  0.302
H -1.564 -2.773 -0.982  0.209
O 0.371 0.998 -2.838  -0.613
H -0.057 0.592 -3.592  0.288
H 0.071 0.486 -2.087  0.283
O 3.031 -1.030 2.062  -0.625
H 3.744 -0.734 1.497  0.290
H 2.236 -0.841 1.563  0.199

=====

#Q
The following is a quantum chemistry calculation of a 6-piece molecular cluster, H10IO5 overall, from OMol25.

As for the highest occupied orbital energy: -4.97 eV. Its LUMO energy is 3.235 eV. As for the net charge: -1. The frontier orbital gap comes out at 8.20 eV.

Last column: Mulliken charge in e.
Atoms and positions in Å:
I 0.111 -0.204 0.458  -0.577
O -2.059 2.729 -0.214  -0.616
H -2.424 2.554 0.694  0.321
H -1.188 2.398 -0.109  0.267
O 0.402 -2.046 -2.399  -0.587
H 0.620 -1.595 -1.609  0.163
H 0.627 -2.946 -2.270  0.294
O 1.111 1.516 3.495  -0.639
H 1.094 1.030 2.642  0.238
H 1.835 2.162 3.458  0.284
O 3.294 -1.008 -1.281  -0.593
H 2.830 -0.817 -0.490  0.259
H 2.858 -1.740 -1.662  0.316
O -3.329 -0.379 -0.225  -0.605
H -3.402 -1.284 -0.532  0.282
H -2.381 -0.363 0.037  0.191

=====

Of them, the most stable is #P and the least stable is #Q.

=====

#P
The following is a quantum chemistry calculation of C4H10N2O2 as an isolated structure, from OMol25.

As for the highest occupied orbital energy (alpha / beta): -14.52 / -14.44 eV. Its LUMO energy (alpha / beta) is -4.862 / -8.993 eV. As for the net charge: +1. Its spin multiplicity is 2. The frontier orbital gap (alpha / beta) comes out at 9.65 / 5.45 eV. Its expectation value of S² is 0.7581.

Last column: Löwdin spin population.
Atoms and positions in Å:
O 2.377 0.177 0.300  0.015
C 2.121 0.472 -0.842  0.003
N 0.841 0.436 -1.330  0.068
C -0.276 0.171 -0.469  0.027
C -0.656 1.378 0.416  0.002
O -1.952 1.341 0.977  0.009
C 0.103 -1.114 0.310  0.072
N -1.497 -1.682 0.895  0.739
H 2.878 0.737 -1.590  0.000
H 0.681 0.702 -2.284  0.002
H -1.126 -0.046 -1.094  0.002
H -0.612 2.263 -0.216  0.000
H 0.105 1.497 1.182  0.000
H -2.320 0.465 1.029  -0.002
H 1.028 -1.013 0.917  0.007
H 0.256 -1.962 -0.350  0.011
H -0.643 -1.132 1.367  0.028
H -1.308 -2.691 0.782  0.017

=====

#Q
The following is a quantum chemistry calculation of a 2-piece molecular cluster, C4H10N2O2 overall, from OMol25.

As for the highest occupied orbital energy (alpha / beta): -13.13 / -13.13 eV. Its LUMO energy (alpha / beta) is -4.608 / -8.396 eV. As for the net charge: +1. Its spin multiplicity is 2. The frontier orbital gap (alpha / beta) comes out at 8.52 / 4.74 eV. Its expectation value of S² is 0.7544.

Last column: Löwdin spin population.
Atoms and positions in Å:
C -0.008 -2.304 -1.717  0.076
C -0.716 -1.016 -1.686  0.380
C -0.074 0.201 -1.795  0.248
O -0.789 1.287 -1.724  0.228
H -0.417 -2.942 -2.508  0.026
H 1.060 -2.193 -1.902  -0.001
H -0.139 -2.844 -0.773  0.025
H -1.789 -1.025 -1.522  0.009
H 0.989 0.328 -1.952  0.005
H -0.194 2.035 -1.542  0.001
N 1.244 1.257 1.481  0.001
C 0.335 1.371 2.549  0.000
N -0.787 0.571 2.354  0.001
O 0.524 2.069 3.494  0.000
H 1.247 0.317 1.110  0.001
H 2.164 1.570 1.755  0.000
H -1.559 0.733 2.990  0.000
H -1.093 0.585 1.387  0.000

=====

#R
The following is a quantum chemistry calculation of an isolated ion of composition C4H10N2O2 and charge +1, from OMol25.

As for the highest occupied orbital energy (alpha / beta): -13.57 / -13.44 eV. Its LUMO energy (alpha / beta) is -3.873 / -6.392 eV. As for the net charge: +1. Its spin multiplicity is 2. The frontier orbital gap (alpha / beta) comes out at 9.70 / 7.05 eV. Its expectation value of S² is 0.7556.

Last column: Löwdin spin population.
Atoms and positions in Å:
N -2.250 0.324 -1.592  0.080
C -1.110 -0.151 -0.791  0.650
C -1.231 0.062 0.658  0.072
N -0.178 -0.314 1.421  0.053
C 1.180 -0.752 1.132  0.003
C 2.037 0.416 0.527  0.002
O 2.228 0.253 -0.886  0.004
O -2.242 0.536 1.144  0.080
H -1.998 1.241 -1.987  0.017
H -3.119 0.543 -1.086  0.000
H -2.401 -0.344 -2.351  0.010
H 1.880 -0.588 -1.165  0.000
H -0.203 -0.289 -1.352  0.028
H -0.392 -0.153 2.396  0.001
H 1.721 -1.098 2.001  0.000
H 1.188 -1.501 0.326  0.001
H 3.041 0.327 1.035  0.000
H 1.848 1.488 0.569  0.000

=====

#S
The following is a quantum chemistry calculation of an isolated ion of composition C4H10N2O2 and charge +1, from OMol25.

As for the highest occupied orbital energy (alpha / beta): -14.63 / -14.59 eV. Its LUMO energy (alpha / beta) is -3.807 / -9.153 eV. As for the net charge: +1. Its spin multiplicity is 2. The frontier orbital gap (alpha / beta) comes out at 10.82 / 5.44 eV. Its expectation value of S² is 0.7595.

Last column: Löwdin spin population.
Atoms and positions in Å:
O -0.466 -1.871 -0.161  0.532
C -0.346 -0.750 0.303  0.078
N -0.479 0.394 -0.399  0.088
C -1.333 0.154 -1.641  0.017
N -2.154 1.224 -1.976  0.153
C 0.452 -0.544 1.595  0.090
C 1.918 -0.736 1.251  0.007
O 2.706 0.466 1.192  0.006
H -0.281 1.340 -0.113  -0.001
H -1.985 -0.818 -1.584  0.011
H -0.545 -0.110 -2.388  -0.001
H -1.759 2.101 -2.314  0.005
H -2.812 1.312 -1.213  0.001
H 0.168 0.402 2.066  0.007
H 0.086 -1.350 2.262  -0.001
H 1.996 -1.264 0.296  0.002
H 2.474 -1.207 2.061  0.005
H 2.361 1.259 0.761  0.000

=====

Of them, the most stable is #Q and the least stable is #P.

=====

#P
The following is a quantum chemistry calculation of one molecule with the formula C4H3N3O, from OMol25.

As for the highest occupied orbital energy: -9.58 eV. Its LUMO energy is -1.113 eV. The frontier orbital gap comes out at 8.47 eV. Its SMILES is O=c1ccnncn1.

Last column: Mulliken charge in e.
Atoms and positions in Å:
C 0.448 0.840 -0.707  0.456
C 0.438 -0.573 -1.206  -0.178
C 0.295 -1.596 -0.344  -0.200
C -1.293 0.524 0.810  0.147
H 0.725 -0.747 -2.260  0.310
H 0.468 -2.616 -0.662  0.406
H -2.243 0.850 1.253  0.381
N 0.015 -1.462 1.071  -0.191
N -0.600 -0.463 1.565  -0.259
N -0.777 1.191 -0.129  -0.365
O 1.407 1.559 -0.900  -0.507

=====

#Q
The following is a quantum chemistry calculation of one molecule with the formula C4H3N3O, from OMol25.

As for the highest occupied orbital energy: -10.02 eV. Its LUMO energy is -1.598 eV. The frontier orbital gap comes out at 8.42 eV. Its SMILES is O=c1ccnnnc1.

Last column: Mulliken charge in e.
Atoms and positions in Å:
C -1.007 0.295 0.684  0.501
C -0.928 -1.126 0.649  -0.363
C 0.307 -1.462 0.065  -0.103
C 0.177 1.186 0.270  0.031
H -1.576 -1.828 1.347  0.311
H 0.828 -2.503 0.079  0.296
H 0.103 2.167 0.701  0.436
N 0.926 -1.077 -1.212  -0.035
N 1.266 0.030 -1.592  -0.203
N 1.181 1.029 -0.587  -0.304
O -1.783 1.117 1.449  -0.566

=====

Of them, the most stable is #P and the least stable is #Q.

=====

#P
The following is a quantum chemistry calculation of one molecule with the formula C4H3N3O, from OMol25.

As for the highest occupied orbital energy: -9.97 eV. Its LUMO energy is -0.221 eV. The frontier orbital gap comes out at 9.75 eV. Its SMILES is c1nnc2c(n1)OC2.

Last column: Mulliken charge in e.
Atoms and positions in Å:
C 1.479 -0.060 1.144  -0.206
C -0.427 0.480 0.587  0.596
C -1.612 0.040 -1.241  0.032
C 0.609 -0.075 -0.128  0.430
H 1.711 -1.064 1.594  0.211
H 2.246 0.596 1.285  0.254
H -2.513 0.204 -1.724  0.464
N -1.578 0.605 -0.043  -0.604
N -0.681 -0.552 -1.982  -0.395
N 0.578 -0.764 -1.270  -0.388
O 0.189 0.590 1.778  -0.394

=====

#Q
The following is a quantum chemistry calculation of one molecule with the formula C4H3N3O, from OMol25.

As for the highest occupied orbital energy: -8.89 eV. Its LUMO energy is -0.109 eV. The frontier orbital gap comes out at 8.78 eV. Its SMILES is [H]/N=c1/[nH]c(C#N)co1.

Last column: Mulliken charge in e.
Atoms and positions in Å:
C 0.938 -0.973 0.039  0.298
C -0.606 0.759 -0.296  0.308
C -1.041 -0.063 0.701  -0.097
C -1.079 2.118 -0.517  0.076
H 1.553 -2.672 0.648  0.272
H 1.459 0.519 -1.540  0.344
H -2.004 -0.150 1.292  0.348
N 2.071 -1.724 0.399  -0.615
N 0.779 0.346 -0.596  -0.208
N -1.824 2.996 -0.957  -0.440
O -0.246 -1.156 0.826  -0.285

=====

Of them, the most stable is #P and the least stable is #Q.